[1]
12
Properties=species:S:1:pos:R:3:forces:R:3 method="wB97M-V/def2-TZVPD" lumo_ev=-0.754 charge=0
C 0.159 1.425 -0.048 0.559 1.197 0.445
C 1.044 0.646 -0.662 -0.075 -1.812 2.256
C -2.298 0.058 -0.044 -2.338 3.081 -0.472
O -1.607 -2.506 -0.568 0.353 -1.004 -0.555
F -2.595 0.511 -1.264 0.819 -0.931 0.380
F -2.852 0.984 0.780 0.880 -0.944 0.140
P -2.169 -1.548 0.379 0.174 -0.420 0.417
H -0.091 1.493 1.004 0.387 -0.695 0.204
H -0.250 2.318 -0.526 -0.109 -0.547 -0.542
H 1.100 0.719 -1.692 0.543 0.315 -1.954
H 1.615 -0.250 -0.219 -1.121 1.641 -0.402
H -1.664 -1.502 1.687 -0.072 0.120 0.083


[2]
16
Properties=species:S:1:pos:R:3:forces:R:3 method="wB97M-V/def2-TZVPD" multiplicity=2 lumo_ev="3.405 / 3.451" charge=-1
C -1.279 -1.960 0.251 -1.505 -0.074 -0.645
C -2.044 -2.519 1.476 1.435 1.929 1.152
C 0.166 -1.671 0.482 1.571 1.621 0.755
S 0.661 0.079 0.126 0.157 -0.399 2.130
S 0.244 0.275 -1.839 0.415 0.222 -2.921
H -1.833 -1.085 -0.135 0.447 -0.008 0.426
H -1.318 -2.604 -0.634 -0.290 -0.386 0.291
H -1.604 -2.052 2.381 0.830 -0.287 -0.298
H -2.977 -1.993 1.708 -0.856 -1.260 -1.076
H -1.870 -3.571 1.650 -0.915 -0.354 -0.136
H 0.850 -2.371 -0.037 -0.263 0.391 0.487
H 0.432 -1.477 1.546 -0.269 -1.369 -0.295
H -1.054 0.138 -2.274 -0.758 0.023 0.154
H 1.870 4.239 1.627 -0.719 -0.102 -0.710
H 0.724 4.318 0.501 0.235 -0.503 0.359
O 1.457 4.773 0.926 0.485 0.554 0.326


[3]
7
Properties=species:S:1:pos:R:3:forces:R:3 method="wB97M-V/def2-TZVPD" smiles=N#CC(O)(Cl)Cl lumo_ev=0.038 charge=0
C -0.978 -0.052 -0.888 -1.001 -0.593 -1.913
C 0.024 -0.131 0.184 1.622 0.114 2.039
N -1.796 -0.072 -1.721 1.748 0.185 1.772
O 1.413 -0.288 -0.091 -0.444 3.113 -0.105
Cl -0.149 1.403 1.152 -0.159 -0.285 -0.327
Cl -0.395 -1.518 1.302 -0.030 0.618 -0.883
H 1.881 0.658 0.061 -1.735 -3.152 -0.582


[4]
11
Properties=species:S:1:pos:R:3:forces:R:3 method="wB97M-V/def2-TZVPD" lumo_ev=-1.013 charge=0
C 0.101 3.022 1.329 -0.457 1.083 -1.130
C 1.564 2.397 -0.900 0.582 -3.453 3.668
C -1.279 -0.637 0.303 1.058 0.307 -0.778
N -0.631 3.898 1.157 -0.044 0.046 0.039
N 1.378 3.143 -1.690 -1.191 4.802 -4.644
N -0.406 -0.488 -0.406 0.844 -0.082 -0.894
N 0.821 2.002 1.738 1.111 -1.868 0.839
N 1.905 1.362 -0.140 1.156 -1.196 -1.868
N 1.575 1.203 1.144 0.109 -0.369 0.229
H -2.018 -0.654 0.994 -1.958 -0.259 1.640
H 2.406 0.643 -0.796 -1.208 0.989 2.901